The following is a quantum chemistry calculation of C31H32Cl2N4OS3SiTa as an isolated structure, from the OMol25 dataset.

The geometry in ORCA input format:
```
! wB97M-V def2-TZVPD RIJCOSX def2/J DEFGRID3
* xyz 1 1
Ta 0.83 -0.50 0.35
C -2.54 2.08 -1.45
C -1.15 1.71 -1.02
N -0.93 0.49 -0.62
N -2.10 -0.30 -0.63
C -2.26 -0.93 0.47
S -1.11 -0.86 1.82
S -3.72 -1.91 0.64
C -4.42 -1.02 2.08
C -4.63 0.44 1.80
C -5.58 0.85 0.87
C -5.77 2.19 0.60
C -5.00 3.15 1.26
C -4.05 2.75 2.18
C -3.86 1.40 2.45
C -0.11 2.74 -0.93
C -0.26 3.97 -1.58
C 0.67 4.97 -1.43
C 1.76 4.79 -0.58
C 1.94 3.59 0.08
C 1.02 2.56 -0.12
O 1.25 1.38 0.46
H -3.20 2.01 -0.59
H -2.90 1.35 -2.18
H -2.61 3.08 -1.85
H -3.76 -1.18 2.94
H -5.36 -1.54 2.27
H -6.17 0.11 0.35
H -6.52 2.50 -0.11
H -5.15 4.20 1.06
H -3.45 3.49 2.71
H -3.13 1.09 3.19
H -1.09 4.14 -2.25
H 0.55 5.91 -1.96
H 2.48 5.59 -0.45
H 2.79 3.41 0.72
Cl 1.63 -0.54 2.90
C 3.34 -0.14 2.86
C 3.91 0.38 4.00
C 5.26 0.68 3.96
C 5.99 0.46 2.80
C 5.38 -0.07 1.68
Cl 6.33 -0.33 0.26
C 4.02 -0.39 1.67
S 3.25 -1.13 0.27
H 3.32 0.55 4.88
H 5.75 1.10 4.83
H 7.04 0.70 2.76
C 2.54 1.28 -2.72
C 1.82 -0.01 -2.91
C 1.73 -0.64 -4.14
C 1.09 -1.87 -4.25
C 0.57 -2.49 -3.12
C 0.71 -1.83 -1.91
N 1.29 -0.61 -1.84
N 0.33 -2.22 -0.63
Si 0.10 -3.95 -0.20
C 0.05 -4.11 1.65
C 1.61 -4.84 -0.84
C -1.47 -4.61 -0.96
H 3.18 1.48 -3.58
H 3.16 1.26 -1.82
H 1.84 2.11 -2.64
H 2.17 -0.17 -5.01
H 1.01 -2.35 -5.21
H 0.08 -3.45 -3.18
H 0.88 -3.59 2.13
H 0.15 -5.17 1.89
H -0.88 -3.75 2.09
H 2.51 -4.43 -0.38
H 1.72 -4.78 -1.92
H 1.55 -5.90 -0.57
H -2.32 -3.95 -0.77
H -1.70 -5.58 -0.53
H -1.39 -4.74 -2.04
*
```

Summary:
ΔE to the lowest compared entry with this formula, charge and spin in kJ/mol: 39.2
Calculated total energy in eV: -107654.9200
Molecular weight in g mol⁻¹: 852.77
E_LUMO in eV: -3.36
Maximum force in eV Å⁻¹: 0.533
HOMO level in eV: -10.9

Here are the Mulliken charges for atoms 1 to 4, given in e:
1. Ta 1.137
2. C -1.295
3. C 0.761
4. N 0.852

The following is a quantum chemistry calculation of one molecule with the formula C8H7NO2 in a non-equilibrium geometry, from the OMol25 dataset.

The geometry in ORCA input format:
```
! wB97M-V def2-TZVPD RIJCOSX def2/J DEFGRID3
* xyz 0 1
O 2.59 1.30 -0.23
N 2.53 0.09 -0.16
O 3.10 -0.75 -0.80
C 1.50 -0.42 0.77
C 0.67 -1.68 0.20
C -0.49 -0.79 -0.10
C -1.72 -0.76 -0.63
C -2.33 0.50 -0.48
C -1.71 1.70 -0.11
C -0.34 1.60 0.31
C 0.16 0.36 0.40
H 1.97 -0.48 1.76
H 0.38 -2.37 1.05
H 1.22 -2.25 -0.67
H -2.38 -1.69 -0.87
H -3.21 0.49 -1.13
H -2.19 2.74 -0.08
H 0.23 2.43 0.77
*
```

Summary:
ΔE to the lowest compared entry with this formula, charge and spin in kJ/mol: 510.9
Calculated total energy in eV: -13989.5628
Molecular weight in g mol⁻¹: 149.15
E_LUMO in eV: 0.23
Structure (SMILES): O=[N+]([O-])[C@@H]1Cc2ccccc21
Maximum force in eV Å⁻¹: 2.941
HOMO level in eV: -9.3

Here are the Mulliken charges for atoms 1 to 4, given in e:
1. O -0.555
2. N 0.907
3. O -0.573
4. C 0.163

The following is a quantum chemistry calculation of C44H46AgN2O5S3 as an isolated structure in a non-equilibrium geometry, from the OMol25 dataset.

The geometry in ORCA input format:
```
! wB97M-V def2-TZVPD RIJCOSX def2/J DEFGRID3
* xyz -1 1
Ag -0.90 0.45 0.24
C 4.92 6.79 0.64
C 4.31 5.41 0.79
C 2.98 5.21 0.46
C 2.46 3.92 0.47
C 3.27 2.87 0.87
C 4.61 3.07 1.22
C 5.11 4.34 1.17
S 2.66 1.18 0.99
O 3.49 0.51 2.02
C 3.21 0.53 -0.61
C 4.21 1.24 -1.39
C 4.97 0.77 -2.37
C 5.00 -0.63 -2.56
C 5.96 -1.32 -3.33
C 6.13 -2.63 -3.35
C 5.25 -3.40 -2.53
C 4.27 -2.80 -1.85
C 4.07 -1.38 -1.79
C 2.93 -0.78 -1.01
C 1.74 -1.75 -0.90
C 1.37 -2.35 -2.17
C 1.60 -1.75 -3.44
C 1.22 -2.33 -4.61
C 0.58 -3.60 -4.59
C 0.30 -4.18 -3.39
C 0.58 -3.52 -2.13
C 0.19 -4.05 -0.91
C 0.36 -3.35 0.23
C 1.05 -2.15 0.24
S 0.73 -1.01 1.57
O -3.55 -2.05 0.42
C -0.11 -1.95 2.83
C 0.68 -2.23 3.93
C 0.09 -2.71 5.09
C -1.27 -2.95 5.11
C -1.96 -3.55 6.30
C -2.01 -2.75 3.93
C -1.49 -2.19 2.81
H 5.77 6.86 0.00
H 5.20 7.14 1.61
H 4.14 7.44 0.24
H 2.35 6.03 0.12
H 1.42 3.79 0.30
H 5.16 2.20 1.52
H 6.09 4.58 1.57
H 4.22 2.32 -1.21
H 5.59 1.40 -2.97
H 6.64 -0.70 -3.86
H 6.89 -3.13 -3.99
H 5.32 -4.46 -2.41
H 3.59 -3.37 -1.23
H 2.12 -0.83 -3.40
H 1.47 -1.87 -5.52
H 0.25 -4.07 -5.51
H -0.28 -5.12 -3.32
H -0.31 -4.99 -0.88
H -0.14 -3.77 1.10
H 1.77 -2.02 3.84
H 0.71 -2.88 5.98
H -1.30 -3.48 7.17
H -2.28 -4.58 6.05
H -2.82 -2.97 6.52
H -3.05 -2.93 3.94
H -2.16 -2.00 1.94
C -6.12 2.17 -1.16
C -4.82 2.28 -0.49
C -4.24 3.35 0.14
C -2.93 2.90 0.49
N -2.76 1.68 0.09
N -3.92 1.29 -0.52
C -1.86 3.72 1.15
H -6.85 2.89 -0.78
H -6.64 1.20 -1.04
H -6.07 2.47 -2.20
H -4.67 4.23 0.48
H -4.07 0.32 -0.84
H -2.34 4.26 1.98
H -1.42 4.40 0.45
H -1.14 3.05 1.62
C 0.76 1.89 -3.63
S 0.39 2.87 -2.22
O 1.39 3.93 -2.16
O 0.49 1.88 -1.17
O -0.98 3.31 -2.41
H 1.85 1.68 -3.64
H 0.60 2.45 -4.55
H 0.14 0.99 -3.68
C -6.54 -2.92 1.03
C -5.78 -1.81 1.72
C -6.82 -0.71 1.91
C -4.59 -1.26 0.82
H -7.46 -3.09 1.59
H -5.91 -3.82 0.98
H -6.73 -2.59 0.02
H -5.42 -2.10 2.74
H -7.30 -0.52 0.99
H -6.40 0.22 2.34
H -7.66 -1.06 2.58
H -4.29 -0.34 1.43
H -5.21 -0.75 -0.06
*
```

Summary:
ΔE to the lowest compared entry with this formula, charge and spin in kJ/mol: 55.6
Calculated total energy in eV: -96095.9717
Molecular weight in g mol⁻¹: 886.93
E_LUMO in eV: 1.86
Maximum force in eV Å⁻¹: 3.173
HOMO level in eV: -4.3

Here are the Mulliken charges for atoms 1 to 4, given in e:
1. Ag 0.286
2. C -1.539
3. C 1.290
4. C -0.913

The following is a quantum chemistry calculation of CHBrI2 as an isolated structure in a non-equilibrium geometry, from the OMol25 dataset.

The geometry in ORCA input format:
```
! wB97M-V def2-TZVPD RIJCOSX def2/J DEFGRID3
* xyz 0 1
C -0.75 0.07 0.47
Br 1.22 -0.04 2.51
I -1.77 -1.69 0.72
I -1.79 1.88 0.55
H 0.22 0.26 -0.17
*
```

Summary:
ΔE to the lowest compared entry with this formula, charge and spin in kJ/mol: 165.1
Calculated total energy in eV: -87294.3158
Molecular weight in g mol⁻¹: 346.73
E_LUMO in eV: -2.49
Maximum force in eV Å⁻¹: 3.150
HOMO level in eV: -9.2

Here are the Mulliken charges for atoms 1 to 4, given in e:
1. C -0.681
2. Br -0.331
3. I 0.310
4. I 0.247

The following is a quantum chemistry calculation of a 5-piece molecular cluster, C20H30BrN5O3S overall in a non-equilibrium geometry, from the OMol25 dataset.

The geometry in ORCA input format:
```
! wB97M-V def2-TZVPD RIJCOSX def2/J DEFGRID3
* xyz 0 1
O 3.20 1.22 -3.12
C 2.83 2.23 -3.53
O 3.27 3.48 -3.09
C 2.54 4.44 -3.89
Br 2.22 6.21 -3.16
C 1.25 3.63 -4.04
N 0.10 4.19 -4.76
C -0.86 4.09 -4.03
S -2.06 3.89 -3.04
O 1.84 2.40 -4.51
H 3.21 4.54 -4.76
H 0.89 3.33 -3.03
C 1.60 -3.92 -2.24
C 1.35 -2.78 -3.23
C 1.61 -1.40 -2.62
C 0.71 -1.17 -1.47
N 0.01 -1.00 -0.58
H 0.92 -3.86 -1.38
H 1.43 -4.88 -2.72
H 2.62 -3.90 -1.87
H 0.32 -2.84 -3.59
H 2.00 -2.91 -4.09
H 1.43 -0.62 -3.36
H 2.64 -1.31 -2.28
C -0.93 -3.76 3.95
C 0.42 -3.06 3.88
C 1.10 -3.21 2.51
C 1.34 -4.64 2.22
N 1.52 -5.74 1.99
H -0.84 -4.83 3.81
H -1.39 -3.60 4.93
H -1.61 -3.37 3.19
H 1.07 -3.46 4.66
H 0.29 -2.00 4.09
H 2.06 -2.68 2.51
H 0.47 -2.78 1.72
C 1.21 1.14 2.97
C 1.69 1.94 4.18
C 3.06 1.48 4.69
C 3.00 0.06 5.11
N 2.96 -1.04 5.42
H 1.08 0.09 3.21
H 0.25 1.52 2.63
H 1.92 1.22 2.15
H 0.95 1.85 4.98
H 1.75 2.99 3.92
H 3.37 2.08 5.55
H 3.82 1.59 3.91
C -6.65 0.98 -0.87
C -5.45 0.80 -1.80
C -4.12 1.20 -1.14
C -4.15 2.62 -0.74
N -4.19 3.72 -0.42
H -6.78 2.02 -0.58
H -7.56 0.66 -1.37
H -6.53 0.38 0.04
H -5.60 1.40 -2.70
H -5.39 -0.24 -2.11
H -3.29 1.04 -1.83
H -3.94 0.59 -0.25
*
```

Summary:
Calculated total energy in eV: -115695.2308
Molecular weight in g mol⁻¹: 500.46
E_LUMO in eV: -0.33
Structure (SMILES): O=C1O[C@H](Br)[C@@H](N=C=S)O1.CCCC#N.CCCC#N.CCCC#N.CCCC#N
Maximum force in eV Å⁻¹: 3.311
HOMO level in eV: -10.4

Here are the Mulliken charges for atoms 1 to 4, given in e:
1. O -0.375
2. C 0.581
3. O -0.310
4. C -0.006

The following is a quantum chemistry calculation of C27H41AlCl3N3O3Si as an isolated structure in a non-equilibrium geometry, from the OMol25 dataset.

The geometry in ORCA input format:
```
! wB97M-V def2-TZVPD RIJCOSX def2/J DEFGRID3
* xyz 0 1
C -1.80 -2.10 -5.25
C -1.05 -2.25 -3.97
H -1.50 -2.86 -5.97
H -1.62 -1.13 -5.70
H -2.88 -2.18 -5.11
C -0.24 -3.32 -3.79
C -0.25 -4.53 -4.65
H 0.51 -3.33 -2.99
H 0.22 -4.36 -5.64
H -1.26 -4.94 -4.83
H 0.32 -5.33 -4.17
Al -1.71 1.73 1.62
Cl -2.16 2.78 3.48
Cl 1.08 2.13 -2.09
H 1.21 4.45 3.01
H -0.42 6.41 3.20
C 1.11 4.54 1.93
C -0.61 6.34 2.12
N -0.23 5.03 1.60
H 1.27 3.58 1.45
C -1.12 4.28 1.00
O -0.90 3.03 0.69
H -1.68 6.50 1.92
H -2.12 4.69 0.80
H 1.83 5.29 1.58
H -0.02 7.12 1.62
H 2.35 -0.70 -2.80
H 3.34 -3.42 -1.86
C 3.33 -0.65 -2.32
C 3.96 -2.78 -1.22
N 3.37 -1.45 -1.11
H 3.54 0.40 -2.09
C 2.98 -0.94 0.10
O 2.45 0.16 0.27
H 4.03 -3.22 -0.22
H 3.18 -1.64 0.95
H 4.07 -1.05 -3.01
H 4.96 -2.71 -1.67
O -0.41 -0.04 -3.02
C -1.28 -1.19 -2.90
C 0.18 -2.09 -1.05
C -1.10 -1.71 -1.47
H 1.04 -1.78 -1.65
C 0.34 -2.91 0.06
H -2.31 -0.82 -3.03
C -2.17 -1.88 -0.61
H 1.32 -3.35 0.29
C -0.76 -3.20 0.87
C -1.99 -2.58 0.60
H -3.14 -1.47 -0.88
H -0.68 -3.92 1.69
H -2.82 -2.67 1.31
Si -0.21 1.41 -3.66
Cl -3.32 0.87 0.81
C 1.27 1.60 -4.88
C -1.55 2.77 -3.22
C -1.43 1.20 -5.23
H 2.12 0.93 -4.69
H 1.63 2.63 -4.80
H 0.96 1.44 -5.92
H -1.02 0.54 -6.02
H -1.60 2.18 -5.70
H -2.40 0.82 -4.88
H -2.08 2.52 -2.27
H -2.33 2.98 -3.96
H -1.04 3.72 -3.05
N -0.42 0.48 2.21
C -0.19 -0.23 3.13
C -0.10 -0.98 4.32
C -1.27 -1.23 5.07
C -1.19 -1.99 6.24
C 0.05 -2.50 6.64
C 1.23 -2.14 5.98
C 1.16 -1.42 4.78
H -2.23 -0.82 4.72
H -2.11 -2.19 6.80
H 0.09 -3.20 7.48
H 2.21 -2.43 6.35
H 2.05 -1.20 4.19
*
```

Summary:
ΔE to the lowest compared entry with this formula, charge and spin in kJ/mol: 457.1
Calculated total energy in eV: -91323.1476
Molecular weight in g mol⁻¹: 617.07
E_LUMO in eV: -1.52
Maximum force in eV Å⁻¹: 4.863
HOMO level in eV: -5.7

Here are the Mulliken charges for atoms 1 to 4, given in e:
1. C -1.290
2. C 0.310
3. H 0.429
4. H 0.010

no.,orbital gap (eV)
1,7.49
2,9.54
3,6.14
4,6.72
5,10.09
6,4.13